Density functional theory data (the ωB97M-V functional and the def2-TZVPD basis) for the molecule C21H32N4O7S at a distorted geometry.

Last column: Löwdin charge in e.
Positions of all 65 atoms, in Å:
C  -6.94234  -2.01114  -0.81303  -0.074
O  -5.67416  -2.56587  -0.55204  -0.075
C  -4.60798  -1.73811  -0.42526  -0.226
C  -4.67057  -0.35147  -0.51763  0.006
C  -3.52092  0.41164  -0.37962  -0.041
C  -2.31580  -0.21345  -0.14099  -0.263
S  -0.78933  0.71124  0.00992  0.680
O  0.11894  -0.08476  0.78073  -0.280
O  -0.36307  1.15889  -1.28429  -0.250
N  -1.13920  2.07091  0.87408  -0.182
C  -1.70479  1.97091  2.20078  -0.118
C  -2.68443  3.16124  2.24665  -0.139
O  -2.83216  3.58113  0.90118  -0.070
C  -1.63712  3.26498  0.23667  -0.343
C  -0.55423  4.36849  0.31385  -0.081
N  0.56311  3.98518  -0.50329  0.088
C  1.45892  3.05853  -0.10753  -0.429
O  1.65088  2.69601  1.03719  0.075
C  2.27497  2.54040  -1.29405  -0.425
O  2.20883  3.07369  -2.38951  0.065
N  3.04220  1.50223  -0.96289  0.101
C  3.80504  0.73365  -1.91174  -0.166
C  3.05936  -0.52277  -2.37501  -0.147
C  2.54074  -1.34485  -1.18990  -0.199
N  3.51737  -1.43046  -0.11875  -0.182
C  4.59477  -2.36381  -0.39041  -0.166
C  5.63375  -2.25085  0.72669  -0.199
O  5.07078  -2.51948  1.98825  -0.134
C  3.99180  -1.64562  2.24426  -0.190
C  2.91773  -1.75693  1.16416  -0.162
C  -2.24378  -1.59265  -0.03823  -0.008
C  -3.37479  -2.37324  -0.17862  -0.181
C  -3.32688  -3.86392  -0.07950  -0.026
H  -7.26857  -1.35345  -0.00153  0.098
H  -6.95280  -1.45914  -1.75760  0.099
H  -7.62253  -2.85832  -0.88406  0.096
H  -5.60789  0.14888  -0.69985  0.107
H  -3.58198  1.48544  -0.44937  0.111
H  -2.21000  1.00672  2.31287  0.123
H  -0.91697  2.05155  2.95272  0.130
H  -3.67457  2.88966  2.61421  0.126
H  -2.28106  3.97781  2.85624  0.123
H  -1.85340  3.06785  -0.82043  0.155
H  -0.96684  5.31867  -0.02918  0.134
H  -0.20093  4.45730  1.34370  0.134
H  0.49385  4.07694  -1.51123  0.143
H  2.91869  1.11643  -0.03561  0.133
H  4.00320  1.38145  -2.76919  0.122
H  4.74693  0.44967  -1.43769  0.114
H  3.73335  -1.11383  -2.99778  0.103
H  2.20252  -0.22844  -2.98186  0.115
H  2.23326  -2.34472  -1.54546  0.127
H  1.65646  -0.84992  -0.78466  0.082
H  5.06231  -2.11631  -1.34466  0.119
H  4.22576  -3.40549  -0.43816  0.131
H  6.43520  -2.97921  0.58777  0.124
H  6.05766  -1.23461  0.71788  0.125
H  3.59453  -1.93067  3.21957  0.125
H  4.35597  -0.60851  2.28596  0.127
H  2.10382  -1.05995  1.36899  0.100
H  2.51185  -2.78524  1.16822  0.133
H  -1.28266  -2.03949  0.16112  0.120
H  -2.31734  -4.20312  0.13075  0.082
H  -3.67008  -4.30976  -1.01158  0.089
H  -3.99537  -4.20800  0.70776  0.088

Atomic forces in eV per Å
-0.2659 0.0929 -0.0507
0.3951 -0.0730 0.0762
0.3145 0.0782 0.0529
-0.1814 -0.0685 -0.0434
0.0274 0.0209 -0.0109
0.5384 0.3502 0.1162
-0.4145 0.1866 0.1500
-0.3217 -0.0715 0.2894
-0.2178 0.0871 -0.1722
-0.0115 -0.9285 -0.6538
0.0393 -0.2409 0.5210
0.0350 -0.0392 0.2600
-0.0303 0.0990 -0.1797
0.3239 0.5549 -0.7945
-0.3588 -0.2204 0.2834
-0.1420 0.0212 -0.3657
0.1687 0.4483 0.1488
0.0803 -0.0476 0.0200
0.2857 -0.0971 -0.0139
-0.1038 0.0110 -0.1316
-0.0789 -0.2018 0.3163
0.0669 -0.0976 -0.4325
0.0391 0.0621 0.2756
-0.0063 0.0630 -0.2264
-0.1170 -0.1016 0.0553
0.2685 0.1180 0.2748
0.0721 -0.0813 -0.3692
0.0097 -0.1272 0.0683
-0.3782 0.0087 -0.0010
0.2389 0.0384 0.3024
-0.1074 -0.0997 0.0177
-0.1698 0.0630 -0.0647
-0.0571 0.0397 -0.0072
0.0318 -0.0169 -0.0345
0.0170 -0.0117 0.0425
0.0129 0.1019 -0.0032
-0.0980 0.0234 -0.0168
-0.0518 0.1793 0.0063
-0.0286 0.0991 0.1098
-0.1222 -0.0267 0.0313
0.1182 0.0121 0.0454
-0.0551 -0.0953 -0.0087
-0.0187 0.1093 0.1588
0.0547 -0.0386 0.0624
-0.0990 0.1224 -0.0235
0.0933 0.0103 0.1158
0.0319 0.1650 0.0138
0.0839 -0.0840 0.1139
-0.0374 0.0866 -0.0887
-0.0074 0.0051 -0.0897
0.0018 -0.0348 -0.1113
-0.0453 0.0493 0.0784
0.0744 -0.1062 -0.0429
0.0367 -0.0320 -0.0363
-0.0028 0.0826 -0.0467
-0.0216 0.0866 -0.0455
0.0014 -0.0802 -0.0311
-0.0134 0.0787 -0.0398
-0.0520 -0.0429 0.0218
0.0558 -0.0587 0.0276
-0.0270 0.0452 0.0102
0.0771 -0.1913 0.0446
0.0680 -0.0557 0.0152
-0.0050 -0.1172 -0.0303
-0.0146 -0.1122 0.0402

Computed properties:
**HOMO-LUMO gap**: 8.94 eV
**HOMO energy**: -8.51 eV
**SMILES string**: COc1ccc(S(=O)(=O)N2CCO[C@H]2CNC(=O)C(=O)NCCCN2CCOCC2)cc1C
**Energy**: -1963.30985 hartree
**Energy relative to the best compared isomer or geometry (same formula, charge and spin)**: 54.7 kJ/mol
**Lowest unoccupied orbital energy**: 0.0156 Eh